Entry 1:
{
  "formula": "C11H24Cl2NO3",
  "method": "ωB97M-V/def2-TZVPD",
  "symbols": ["C", "C", "N", "C", "Cl", "C", "C", "Cl", "H", "H", "H", "H", "H", "H", "C", "C", "O", "H", "H", "H", "H", "H", "H", "C", "C", "O", "H", "H", "H", "H", "H", "H", "C", "C", "O", "H", "H", "H", "H", "H", "H"],
  "positions_angstrom": [[-2.51456, 3.39554, -0.96462], [-1.64604, 2.95886, -2.01014], [-0.61006, 2.49963, -3.06510], [0.43958, 1.73099, -2.25975], [1.27794, 2.70211, -0.87129], [0.80705, 0.29922, -2.50367], [1.92382, -0.39245, -1.50374], [0.01337, -0.69115, -3.86809], [-2.80981, 3.84577, 0.10087], [-0.17058, 3.33791, -3.54056], [-1.09503, 1.92158, -3.79039], [2.81856, 0.34590, -1.25845], [2.38093, -1.35569, -1.98697], [1.34418, -0.68843, -0.52258], [1.73957, -4.64522, -1.05808], [3.09037, -4.62318, -1.74310], [3.95334, -3.70784, -1.08440], [1.28860, -3.64751, -1.06446], [1.06086, -5.34287, -1.55670], [1.84192, -4.94167, -0.00907], [2.98628, -4.30531, -2.78469], [3.55360, -5.61454, -1.72934], [4.04589, -4.00370, -0.16249], [-3.07856, -0.08782, 1.27855], [-1.79352, -0.85284, 1.03812], [-1.65693, -1.14939, -0.34386], [-3.94212, -0.67083, 0.94213], [-3.20115, 0.14465, 2.34011], [-3.08478, 0.84765, 0.70964], [-1.80083, -1.79686, 1.59089], [-0.92434, -0.27104, 1.35998], [-1.64306, -0.30426, -0.82508], [-0.82836, 3.51391, 3.89056], [-0.35921, 2.11443, 3.55034], [-0.39963, 1.91768, 2.14459], [-1.84832, 3.67675, 3.52728], [-0.80750, 3.68020, 4.97125], [-0.19431, 4.26360, 3.40606], [-1.00845, 1.36864, 4.01838], [0.66472, 1.94818, 3.89887], [0.18657, 2.57938, 1.73898]],
  "forces_ev_per_angstrom": [[7.8, -3.0, -7.3], [-6.1, 3.6, 7.7], [-1.1, 0.8, 2.7], [2.2, -4.5, 0.0], [-1.7, -1.5, -2.8], [-0.2, 3.7, 1.3], [-0.4, -0.1, -0.4], [1.2, 1.9, 2.3], [0.5, -1.3, -2.9], [-0.6, -0.8, 0.7], [0.6, 0.0, 0.6], [-2.2, -1.4, -0.6], [-1.1, 1.9, 0.8], [1.1, 0.6, -1.9], [-0.2, 0.0, -0.1], [-0.1, -0.2, 0.3], [0.2, 0.3, 0.3], [0.0, -0.1, -0.1], [0.0, 0.1, 0.1], [0.0, -0.1, -0.1], [0.2, 0.1, 0.1], [-0.1, -0.1, -0.2], [0.0, 0.2, -0.5], [-0.2, -0.1, 0.1], [0.0, 0.4, 0.2], [0.3, 0.0, -0.8], [0.1, 0.0, 0.1], [0.0, 0.0, -0.1], [0.1, 0.0, 0.1], [0.0, 0.0, -0.3], [-0.1, 0.0, 0.2], [-0.1, -0.4, 0.3], [-0.1, 0.1, 0.1], [0.1, 0.4, 0.2], [0.2, 0.1, -0.7], [0.1, -0.1, 0.1], [0.0, 0.1, -0.1], [0.1, 0.0, 0.1], [0.1, 0.0, -0.2], [-0.1, 0.0, 0.2], [-0.3, -0.4, 0.3]],
  "mulliken_charge": [-0.3787, 0.0613, -0.0443, -0.1920, -0.0992, 0.4351, -0.7258, -0.1440, 0.3706, 0.4170, 0.4447, 0.3861, 0.2015, 0.2003, -0.7878, -0.3134, -0.5115, 0.0975, 0.3181, 0.3283, 0.2682, 0.3183, 0.3027, -0.8365, 0.0066, -0.4672, 0.3229, 0.3141, 0.0708, 0.3437, 0.0285, 0.2222, -1.0903, -0.2223, -0.3052, 0.2541, 0.3572, 0.3357, 0.2976, 0.2741, 0.1411],
  "total_charge": 1,
  "homo_energy_ev": -12.35
}

***

Entry 2:
{
  "formula": "C11H24ClIrO3P2",
  "method": "ωB97M-V/def2-TZVPD",
  "symbols": ["C", "C", "H", "H", "H", "O", "Cl", "Ir", "P", "C", "C", "H", "H", "H", "H", "H", "H", "C", "H", "H", "H", "P", "C", "C", "H", "H", "H", "C", "H", "H", "H", "H", "H", "H", "C", "O", "C", "C", "O", "H", "H", "H"],
  "positions_angstrom": [[0.54573, -0.15973, -5.98411], [0.28793, 0.27877, -4.57201], [1.62193, -0.18983, -6.16341], [0.05843, 0.53587, -6.67331], [0.09993, -1.14583, -6.14311], [1.07763, 0.56207, -3.73031], [-1.50807, 0.34847, -4.21781], [0.15863, 0.01827, 0.61799], [-0.06337, 2.31237, 0.37319], [1.20353, 3.37967, 1.15609], [-0.06887, 2.86827, -1.37231], [-0.25997, 3.94457, -1.44401], [-1.74047, 4.04397, 0.81289], [-0.84697, 2.31247, -1.90181], [-2.45987, 2.42027, 0.56079], [2.18843, 3.12797, 0.75349], [0.89763, 2.63567, -1.82711], [-1.64117, 2.97427, 1.02729], [0.99443, 4.43857, 0.97139], [-1.67977, 2.81107, 2.10759], [1.21753, 3.19457, 2.23359], [0.13883, -2.29803, 0.70079], [1.48723, -3.12983, 1.62099], [-1.38087, -2.99573, 1.44849], [-0.62457, -2.68833, -1.54751], [0.10053, -4.18113, -0.86671], [1.14113, -2.84223, -1.43671], [0.19553, -3.09283, -0.94861], [-2.24067, -2.58443, 0.91339], [-1.38627, -4.08943, 1.38559], [1.37083, -4.21803, 1.59089], [1.47813, -2.79193, 2.66089], [-1.44097, -2.68763, 2.49569], [2.44953, -2.85473, 1.18099], [1.68043, 0.15577, 1.60799], [2.65853, 0.24447, 2.24459], [-0.65007, -0.19983, 3.70699], [-1.13277, 0.05617, 2.30879], [-2.31987, 0.27877, 2.13419], [0.42953, -0.43063, 3.73669], [-1.19677, -1.05963, 4.14539], [-0.84067, 0.69727, 4.33239]],
  "forces_ev_per_angstrom": [[0.9, -0.1, -0.4], [-2.1, -0.2, -0.7], [-0.1, 0.0, 0.0], [-0.1, 0.2, 0.3], [-0.1, 0.0, 0.3], [-0.4, 0.1, 0.2], [1.8, 0.1, 0.2], [-1.4, -0.1, -0.9], [-0.5, 2.3, -0.5], [0.0, -0.4, -0.1], [0.0, -0.1, 0.0], [0.0, -0.2, 0.0], [0.2, -0.2, 0.0], [0.0, 0.2, 0.1], [0.0, 0.1, 0.2], [-0.1, 0.1, 0.1], [0.0, 0.1, 0.1], [0.1, -0.2, -0.1], [-0.1, -0.2, 0.0], [-0.1, 0.1, -0.2], [0.0, 0.1, -0.1], [-0.3, -2.4, -0.2], [-0.1, 0.5, -0.1], [0.1, 0.3, -0.1], [0.0, -0.1, 0.0], [0.0, 0.2, 0.0], [-0.1, -0.1, 0.1], [0.0, 0.2, 0.0], [0.0, -0.1, 0.1], [0.1, 0.2, 0.0], [-0.1, 0.2, 0.0], [0.0, -0.1, -0.1], [0.0, -0.1, -0.1], [-0.1, -0.1, 0.1], [5.7, 0.6, 2.9], [-2.9, -0.3, -1.7], [0.8, -0.3, 0.7], [-2.9, 0.1, 0.9], [1.8, -0.3, -0.3], [-0.5, 0.2, 0.1], [0.1, 0.6, -0.2], [0.0, -0.5, -0.3]],
  "lowdin_spin": [0.0725, 0.0576, -0.0017, 0.0041, 0.0040, 0.6422, 0.2376, 1.6842, 0.1628, 0.0014, 0.0666, 0.0076, 0.0025, 0.0067, 0.0022, 0.0010, 0.0035, 0.0273, -0.0006, 0.0002, 0.0001, 0.1639, 0.0022, 0.0270, 0.0074, 0.0079, 0.0033, 0.0668, 0.0026, 0.0028, -0.0002, -0.0001, 0.0001, 0.0011, 0.1860, 0.0464, 0.0462, 0.2163, 0.2332, 0.0029, 0.0016, 0.0011],
  "total_charge": 2,
  "spin_multiplicity": 5,
  "homo_energy_ev": [-12.86, -15.16],
  "s_squared": 6.0252
}

***

Entry 3:
{
  "formula": "C11H24F9O13S7Zn",
  "method": "ωB97M-V/def2-TZVPD",
  "symbols": ["Zn", "C", "F", "F", "F", "S", "O", "O", "O", "C", "F", "F", "F", "S", "O", "O", "O", "C", "F", "F", "F", "S", "O", "O", "O", "C", "S", "O", "C", "H", "H", "H", "H", "H", "H", "C", "S", "O", "C", "H", "H", "H", "H", "H", "H", "C", "S", "O", "C", "H", "H", "H", "H", "H", "H", "C", "S", "O", "C", "H", "H", "H", "H", "H", "H"],
  "positions_angstrom": [[0.31815, 0.29995, 0.09878], [1.78198, -2.82563, 2.65102], [1.11306, -3.64792, 1.78715], [0.86700, -2.30198, 3.47650], [2.63831, -3.57369, 3.36397], [2.79303, -1.47497, 1.77976], [1.85614, -0.80304, 0.89285], [3.26124, -0.47025, 2.72701], [3.87538, -2.15553, 1.05325], [4.25893, 1.45293, -1.35032], [3.86275, 2.00839, -2.50678], [3.99140, 0.13146, -1.35085], [5.52076, 1.79613, -1.17239], [3.10166, 2.24894, -0.06864], [3.78050, 1.90488, 1.18119], [2.97666, 3.67547, -0.30300], [1.79339, 1.59118, -0.27158], [-0.74370, 1.90243, 4.29451], [-0.84366, 0.59273, 4.59135], [-1.91345, 2.30151, 3.74003], [-0.59185, 2.57134, 5.45798], [0.68719, 2.23268, 3.05016], [0.75071, 3.65813, 2.82413], [1.88449, 1.71808, 3.74981], [0.27808, 1.50646, 1.87468], [-2.89982, 2.69107, -1.72623], [-2.93339, 1.52138, -0.24491], [-1.48736, 1.22698, 0.12595], [-3.67287, 2.65803, 0.91050], [-3.86377, 2.53747, -2.21311], [-2.21617, 2.26089, -2.45719], [-2.72784, 3.73362, -1.46274], [-3.06999, 3.51776, 1.20230], [-4.03621, 2.08434, 1.76289], [-4.57959, 3.08170, 0.47637], [0.01903, -4.05544, -1.96863], [0.88167, -2.42310, -2.02652], [0.28016, -1.55474, -0.89602], [2.54394, -3.00233, -1.51409], [-0.92612, -3.80038, -2.44855], [-0.25478, -4.38258, -0.96523], [0.55105, -4.88755, -2.42837], [2.59418, -3.40869, -0.50482], [3.18137, -2.13017, -1.65664], [2.93755, -3.75589, -2.19731], [0.39278, 2.68366, -3.80537], [0.66820, 0.97091, -3.29427], [0.05020, 0.69539, -1.89707], [-0.43845, 0.12301, -4.53552], [0.96738, 2.84963, -4.71751], [0.86278, 3.36587, -3.09715], [-0.66130, 2.84674, -4.02765], [-0.47596, -0.86228, -4.07251], [-0.02762, 0.24399, -5.53691], [-1.42434, 0.58401, -4.47158], [-3.36200, -1.80799, 0.52277], [-1.79399, -2.31091, 1.40519], [-0.99767, -0.99062, 1.47326], [-2.47973, -2.41342, 3.08603], [-4.11564, -2.58421, 0.65699], [-3.18007, -1.46563, -0.49507], [-3.76804, -0.93865, 1.04104], [-1.69714, -2.68633, 3.79363], [-3.28524, -3.12629, 3.26525], [-2.85337, -1.42898, 3.36824]],
  "forces_ev_per_angstrom": [[0.9, -0.1, 1.5], [0.5, 0.7, -0.3], [0.4, 0.3, 0.3], [0.3, -0.3, -0.2], [-0.5, -0.1, -0.1], [2.5, 3.6, 0.0], [-0.5, -1.5, -0.3], [-0.5, -2.8, 0.3], [-1.5, -0.7, 0.8], [-2.7, 1.6, 1.4], [0.2, -0.6, -1.3], [1.2, 0.6, -0.5], [0.2, -1.0, 0.0], [0.4, 0.2, 3.6], [-0.7, 0.1, -1.9], [0.5, -0.5, -1.1], [1.5, 0.6, -1.2], [1.1, 0.3, -0.7], [-0.2, 0.4, -0.1], [-0.2, -0.2, 0.3], [-0.2, -0.3, -0.5], [3.7, 0.0, 1.8], [-1.1, 0.1, 0.4], [-2.8, 0.5, -0.7], [-0.8, -0.7, 0.2], [-0.6, -1.2, 0.4], [2.2, 0.3, -1.2], [-3.2, 1.2, -0.5], [-0.6, 0.5, 0.5], [-0.3, 0.4, 0.3], [0.5, 0.2, 0.5], [0.2, -0.2, 0.0], [0.5, -0.4, 0.1], [0.5, 0.0, 0.2], [0.0, -0.2, -0.5], [-0.6, 0.7, 0.4], [0.0, 0.0, 2.1], [0.3, -3.1, -2.2], [-0.1, 0.4, -0.4], [0.0, -0.5, -0.3], [0.4, 0.5, 0.3], [0.1, 0.4, -0.4], [-0.2, 0.5, 0.0], [0.0, 0.0, 0.6], [-0.5, -0.1, -0.3], [0.1, -0.1, -0.2], [-0.2, -0.7, 1.8], [-0.2, 1.2, -4.5], [0.1, 1.1, 1.6], [0.0, -0.4, -0.2], [-0.4, -0.2, 0.5], [0.0, 0.3, 0.3], [0.1, -0.2, -0.7], [0.1, -0.4, 0.1], [0.0, 0.0, 0.0], [0.1, 0.1, 1.2], [0.4, 2.7, -0.2], [-1.3, -2.3, 0.1], [-0.3, 0.1, 0.5], [0.1, -0.3, -0.5], [0.3, -0.6, 0.0], [0.3, 0.1, 0.2], [0.3, 0.1, -0.4], [0.0, -0.2, -0.6], [0.2, 0.2, -0.2]],
  "mulliken_charge": [2.6292, 0.6584, -0.2722, -0.2013, -0.2455, 0.9648, -0.5984, -0.6044, -0.7519, 0.5057, -0.2578, -0.1982, -0.2276, 1.1396, -0.6777, -0.7136, -0.8412, 0.5182, -0.2177, -0.2524, -0.2356, 1.2068, -0.7092, -0.7012, -0.4604, -0.7689, 0.2000, -0.4876, -1.2235, 0.4774, -0.2018, 0.3815, 0.3646, 0.3115, 0.4913, -1.0504, 0.2298, -0.1237, -0.7754, 0.3485, 0.2295, 0.3999, 0.2256, 0.0438, 0.5163, -1.0944, 0.4547, -0.2803, -0.8373, 0.4482, 0.3360, 0.3113, 0.2038, 0.3924, 0.2655, -0.9401, 0.5166, -0.6292, -1.0783, 0.4879, 0.2444, 0.1662, 0.3060, 0.4177, 0.2639],
  "total_charge": -1,
  "homo_energy_ev": -5.12
}